Record 1
C21H40FN2OPPdSi as an isolated structure. Source: OMol25; level of theory: ωB97M-V with the def2-TZVPD basis set.

ORCA input file:
```
! RIJCOSX wB97M-V def2-TZVPD def2/J DEFGRID3
* xyz -2 1
Pd 0.8846 0.9958 -0.3913
N 4.9542 2.8545 0.3226
C 3.7859 3.0713 -0.4147
O 3.8382 3.0397 -1.6260
C 2.5744 3.3406 0.4489
C 1.2071 3.1327 -0.1978
H 5.8118 2.9773 -0.1899
H 4.9554 3.1501 1.2839
H 2.7666 4.3712 0.8301
H 2.6804 2.6905 1.3255
H 1.1846 3.6756 -1.1523
H 0.4638 3.6094 0.4543
C -4.9448 1.4155 -1.2294
Si -3.0828 1.3824 -0.7837
C -2.5053 3.1644 -0.9898
C -2.2798 0.3574 -2.1378
N -2.7460 0.7249 0.7175
C -3.2520 0.8817 1.9212
C -4.2574 1.8303 2.3067
C -4.7584 1.9417 3.5932
C -4.3050 1.1251 4.6237
C -3.3140 0.1854 4.3086
C -2.8270 0.0829 3.0345
F -1.8721 -0.8605 2.8074
H -5.0575 1.7140 -2.2782
H -5.5123 2.1181 -0.6131
H -5.4009 0.4280 -1.1065
H -2.7484 3.5975 -1.9658
H -1.4180 3.1761 -0.8662
H -2.9416 3.8010 -0.2142
H -2.6599 0.6180 -3.1314
H -2.4462 -0.7099 -1.9734
H -1.1980 0.5374 -2.1028
H -4.6246 2.4926 1.5284
H -5.5196 2.6901 3.7985
H -4.6903 1.2115 5.6321
H -2.9106 -0.4810 5.0646
C 0.9255 -3.7377 0.8462
C 0.4178 -2.3287 0.5427
C -1.0685 -2.3192 0.1692
P 1.3013 -1.1599 -0.6142
C 1.1261 -1.8997 -2.3382
C 1.1576 -3.4210 -2.5184
C 2.0980 -1.2177 -3.3038
C 3.1277 -1.3832 -0.2114
C 3.3458 -0.8961 1.2239
C 3.8602 -2.7114 -0.4223
H 0.2429 -4.2171 1.5573
H 1.9156 -3.7242 1.3059
H 0.9742 -4.3752 -0.0371
H 0.4777 -1.7466 1.4715
H -1.2509 -2.7958 -0.7998
H -1.4521 -1.2974 0.1416
H -1.6476 -2.8583 0.9246
H 0.1259 -1.5657 -2.6332
H 2.0747 -3.8712 -2.1392
H 1.0812 -3.6727 -3.5838
H 0.3176 -3.8927 -2.0086
H 3.1082 -1.6196 -3.2135
H 2.1384 -0.1461 -3.1262
H 1.7820 -1.3724 -4.3420
H 3.5798 -0.6363 -0.8698
H 2.9672 -1.6192 1.9538
H 2.8192 0.0501 1.3725
H 4.4124 -0.7438 1.4226
H 3.4216 -3.5294 0.1530
H 4.9019 -2.6070 -0.0937
H 3.8842 -3.0180 -1.4667
*
```

Properties
- Relative energy (zero: lowest compared OMol25 entry of this formula, charge and spin): 1.7 kcal per mole
- Energy: -50818.524 eV
- LUMO: 4.80 eV
- HOMO energy: 0.1285 eV
- Kohn-Sham gap: 4.7 eV


Record 2
A 3-piece molecular cluster, C35H71BBr2F3I2O4 overall. Source: OMol25; level of theory: ωB97M-V with the def2-TZVPD basis set.

ORCA input file:
```
! RIJCOSX wB97M-V def2-TZVPD def2/J DEFGRID3
* xyz -1 1
C -10.1929 1.4654 -4.7192
C -9.3468 0.6068 -5.6740
C -8.6981 1.4505 -6.8029
C -7.1935 1.6094 -6.6513
C -6.4140 0.3672 -7.1531
C -5.1472 0.0990 -6.3274
C -4.0531 -0.5530 -7.1679
C -2.7333 -0.7570 -6.3787
C -2.5119 -2.2118 -5.9448
C -2.9995 -2.4917 -4.5109
C -1.8794 -2.2333 -3.4604
C -1.2635 -3.5629 -2.9900
C 0.1651 -3.3589 -2.4256
C 0.2435 -3.4279 -0.8692
C 0.9711 -2.1849 -0.3351
C 1.6507 -2.3617 1.0170
C 2.4003 -1.0347 1.3810
C 3.8831 -1.2345 1.6880
C 4.6701 0.0814 1.4390
C 4.9767 0.8969 2.7285
B 4.7070 2.4937 2.4427
C 5.6310 3.0974 1.2194
C 4.9823 4.2515 0.4169
C 3.8354 3.8454 -0.4996
F 3.9506 2.6103 -0.9748
Br 2.0878 4.1391 0.3657
C 3.8724 4.7845 -1.7643
F 4.0339 6.0356 -1.4472
F 4.8631 4.3781 -2.5359
Br 2.2568 4.5805 -2.8809
C 4.8227 3.3961 3.8084
I 6.8706 3.3275 4.6245
C 3.8357 3.0030 4.9679
C 2.4556 2.5381 4.4920
I 4.6195 1.5599 6.4012
H -9.8400 2.4931 -4.6600
H -11.2383 1.5057 -5.0224
H -10.1775 1.0020 -3.7322
H -8.5648 0.0836 -5.1237
H -10.0060 -0.1282 -6.1319
H -8.9791 1.0173 -7.7644
H -9.1462 2.4456 -6.7698
H -6.9295 1.8027 -5.6085
H -6.8429 2.4547 -7.2428
H -6.1160 0.5785 -8.1799
H -7.0788 -0.4987 -7.1436
H -4.7712 1.0693 -5.9994
H -5.4020 -0.5144 -5.4635
H -3.8155 0.1453 -7.9739
H -4.3645 -1.4949 -7.6195
H -1.9295 -0.5131 -7.0755
H -2.6704 -0.0526 -5.5491
H -2.9669 -2.9099 -6.6464
H -1.4351 -2.4028 -5.9394
H -3.2960 -3.5375 -4.4231
H -3.8586 -1.8578 -4.2849
H -1.1039 -1.6682 -3.9745
H -2.3128 -1.6652 -2.6394
H -1.2269 -4.1930 -3.8806
H -1.9167 -4.0242 -2.2524
H 0.4560 -2.3536 -2.7250
H 0.8827 -4.0281 -2.8983
H -0.7799 -3.4247 -0.4928
H 0.7662 -4.3492 -0.6176
H 1.7548 -1.9055 -1.0423
H 0.2814 -1.3466 -0.2555
H 2.3956 -3.1592 1.0174
H 0.9423 -2.5597 1.8245
H 2.2502 -0.3395 0.5565
H 1.8908 -0.5847 2.2355
H 4.0542 -1.5493 2.7165
H 4.2749 -1.9777 0.9873
H 5.5715 -0.0684 0.8423
H 4.0213 0.7216 0.8405
H 6.0139 0.7136 3.0299
H 4.2703 0.5284 3.4753
H 3.5533 2.5600 2.0576
H 6.5453 3.5216 1.6511
H 5.9584 2.3382 0.5039
H 5.7587 4.6578 -0.2421
H 4.6976 5.0616 1.0822
H 4.6689 4.4629 3.6368
H 3.6887 3.8967 5.5662
H 2.3892 1.4552 4.4913
H 1.7307 2.8669 5.2435
H 2.1536 2.9831 3.5493
C 5.6391 -5.0482 7.4185
O 4.4866 -4.2321 7.4986
C 4.2878 -3.6756 8.7902
C 4.7156 -2.2245 8.8476
O 6.1218 -2.0905 8.7066
C 6.5054 -1.6601 7.4073
H 5.8111 -5.2795 6.3680
H 6.5217 -4.5404 7.8153
H 5.4803 -5.9865 7.9631
H 4.8152 -4.2611 9.5504
H 3.2150 -3.7350 9.0021
H 4.4508 -1.8199 9.8305
H 4.1899 -1.6373 8.0885
H 6.2381 -0.6098 7.2610
H 6.0382 -2.2650 6.6267
H 7.5874 -1.7600 7.3276
C -5.0338 0.7359 1.4565
O -4.3197 1.9559 1.5159
C -3.2387 1.9207 2.4412
C -1.9090 1.7469 1.7412
O -1.8029 0.4619 1.1436
C -2.0044 0.4847 -0.2573
H -5.7158 0.7893 0.6083
H -4.3650 -0.1171 1.3167
H -5.6219 0.5936 2.3704
H -3.3882 1.1301 3.1827
H -3.2366 2.8808 2.9667
H -1.1079 1.8237 2.4832
H -1.7566 2.5357 0.9987
H -1.1476 0.9478 -0.7592
H -2.9196 1.0199 -0.5262
H -2.0898 -0.5475 -0.5968
*
```

Properties
- Energy: -210750.553 eV
- LUMO: 1.91 eV
- HOMO energy: -5.2512 eV
- Kohn-Sham gap: 7.2 eV


Record 3
A 2-piece molecular cluster, C3H5N3O overall. Source: OMol25; level of theory: ωB97M-V with the def2-TZVPD basis set.

ORCA input file:
```
! RIJCOSX wB97M-V def2-TZVPD def2/J DEFGRID3
* xyz 0 1
N -1.7720 -0.8540 0.9663
C -0.6564 -1.5832 1.1163
N 0.3363 -2.1690 1.2720
C 1.6015 0.5173 0.0340
O 1.8756 -0.5405 -0.6709
C 0.7101 1.4209 -0.7227
N -0.5601 1.3677 -0.5985
H -2.5631 -1.3781 0.6202
H -1.5829 0.0142 0.4489
H 2.3848 -1.1548 -0.1120
H 1.2348 2.2196 -1.2660
H -1.0088 2.1400 -1.0877
*
```

Properties
- Relative energy (zero: lowest compared OMol25 entry of this formula, charge and spin): 98.9 kcal per mole
- Energy: -9706.296 eV
- LUMO: 0.32 eV
- HOMO energy: -9.0464 eV
- Kohn-Sham gap: 9.4 eV


Record 4
C21H25F2NO3PRhTe as an isolated structure. Source: OMol25; level of theory: ωB97M-V with the def2-TZVPD basis set.

ORCA input file:
```
! RIJCOSX wB97M-V def2-TZVPD def2/J DEFGRID3
* xyz 0 5
Rh 0.0484 0.4553 -0.1948
F -4.7536 3.2573 -0.7526
C -3.5142 3.0288 -1.2054
C -2.7315 2.0543 -0.6137
C -1.4077 1.8648 -1.0473
C -0.9831 2.5853 -2.1818
C -1.8263 3.5141 -2.7479
F -1.4714 4.2343 -3.8658
C -3.0754 3.7749 -2.3124
C 0.4440 2.3098 -2.6512
C 1.0895 2.9592 -3.7181
C 2.3842 2.6753 -3.9899
C 3.0409 1.6892 -3.2341
C 2.3102 1.0054 -2.2542
N 1.0664 1.3932 -1.9194
H -3.1362 1.4157 0.2021
H -3.6978 4.5107 -2.7339
H 0.5510 3.6713 -4.2725
H 2.9826 3.1995 -4.7250
H 4.0473 1.3847 -3.4057
H 2.7692 0.2715 -1.6077
C -4.3567 -1.8723 -2.8605
C -3.8213 -1.2447 -1.5441
O -3.2201 -2.3157 -0.8109
P -1.8650 -1.9484 -0.1407
O -1.8438 -0.6603 0.6195
Te -0.0425 -1.8902 -1.7880
O -1.7020 -3.2920 0.7338
C -0.4530 -3.8169 1.1978
C -0.6424 -5.2415 1.6787
H -4.9931 -1.2554 -3.4888
H -4.9226 -2.7867 -2.6748
H -3.4578 -2.0565 -3.5135
H -4.5533 -0.8008 -0.9135
H -3.0528 -0.4963 -1.7723
H -0.0733 -3.2561 2.0831
H 0.2486 -3.7512 0.3529
H -1.1014 -5.2846 2.6537
H 0.3690 -5.6723 1.7666
H -1.2510 -5.7354 0.9079
C 2.2502 0.7668 4.7541
C 3.0176 0.1466 3.6071
C 3.3033 -1.2933 3.7944
C 4.3196 0.8985 3.4362
C 2.0949 0.2734 2.4263
C 1.2343 0.2191 1.5487
H 2.8222 0.8412 5.6613
H 1.3324 0.2369 4.9837
H 2.0089 1.7716 4.5989
H 3.9449 -1.5131 4.7195
H 3.8153 -1.7352 2.9673
H 2.3693 -1.7978 3.9958
H 4.9797 0.7185 4.2832
H 4.2327 1.9807 3.4314
H 4.8728 0.6090 2.5363
*
```

Properties
- Expectation value of S²: 6.0210
- Energy: -54837.536 eV
- LUMO (alpha / beta): 0.03 / -1.74 eV
- HOMO energy (alpha / beta): -7.8695 / -8.2645 eV
- Kohn-Sham gap (alpha / beta): 7.9 / 6.5 eV